No. 1
ORCA calculation (ωB97M-V with the def2-TZVPD basis set) on a molecular structure, C32H49ClFeN4O6S at a distorted geometry.

Computed properties:
HOMO level (spin up / spin down) ... -2.34 / -4.65 eV
HOMO-LUMO gap (spin up / spin down) ... 4.82 / 7.12 eV
Energy above the lowest of the compared OMol25 structures with the same formula, charge and spin ... 2.4 kcal/mol

```
! RIJCOSX wB97M-V def2-TZVPD def2/J DEFGRID3
* xyz -1 6
Fe 0.061 0.959 0.248
O -0.464 4.537 2.258
Cl 0.459 3.504 1.971
O 0.565 3.325 0.548
O 1.738 3.824 2.502
O 0.009 2.258 2.517
C -0.496 -2.397 -1.474
C -1.983 -2.751 -1.666
C -2.194 -4.224 -1.260
C -3.033 -1.824 -1.055
C -4.339 -2.150 -1.393
C -5.426 -1.438 -0.934
C -5.204 -0.332 -0.134
C -3.928 0.066 0.211
C -3.796 1.303 1.080
C -3.141 0.993 2.427
C -3.046 2.434 0.372
C -2.792 -0.671 -0.249
O -1.593 -0.300 0.083
H 0.063 -3.028 -2.153
H -0.541 -1.951 0.486
H -0.346 -1.348 -1.756
H -2.144 -2.686 -2.751
H -1.546 -4.484 -0.428
H -1.964 -4.893 -2.089
H -3.217 -4.412 -0.952
H -4.510 -2.988 -2.057
H -6.428 -1.738 -1.202
H -6.050 0.246 0.219
H -4.818 1.662 1.278
H -2.103 0.712 2.274
H -3.671 0.182 2.925
H -3.155 1.875 3.065
H -1.997 2.158 0.222
H -3.061 3.337 0.981
H -3.484 2.651 -0.602
C 4.198 -1.560 3.345
N 3.134 -0.704 2.890
C 2.548 0.172 3.881
C 2.752 -0.620 1.599
C 3.562 -1.353 0.574
O 1.776 0.061 1.284
H 3.978 -1.869 4.369
H 5.166 -1.041 3.337
H 4.263 -2.456 2.728
H 3.329 0.801 4.315
H 2.077 -0.415 4.673
H 1.797 0.807 3.410
H 4.628 -1.276 0.766
H 3.323 -0.895 -0.392
H 3.272 -2.400 0.536
C 1.446 -5.197 -2.364
C 2.286 -4.211 -1.536
C 2.456 -2.830 -2.188
C 1.807 -4.234 -0.089
C 2.551 -5.112 0.692
C 2.297 -5.332 2.027
C 1.231 -4.661 2.592
C 0.442 -3.778 1.876
C -0.678 -3.136 2.688
C -2.090 -3.297 2.119
C -0.375 -1.676 3.035
C 0.718 -3.525 0.497
N -0.022 -2.566 -0.123
H 1.806 -5.235 -3.393
H 0.392 -4.936 -2.373
H 1.541 -6.195 -1.934
H 3.290 -4.657 -1.521
H 1.917 -2.052 -1.663
H 2.123 -2.843 -3.224
H 3.506 -2.550 -2.184
H 3.380 -5.636 0.233
H 2.894 -6.025 2.605
H 1.006 -4.838 3.636
H -0.687 -3.677 3.645
H -2.267 -2.670 1.252
H -2.821 -3.019 2.881
H -2.269 -4.336 1.843
H -0.412 -1.016 2.170
H 0.624 -1.601 3.451
H -1.095 -1.300 3.760
C 3.613 2.410 -0.462
N 3.690 1.607 -1.641
C 4.623 1.755 -2.637
C 4.341 0.894 -3.633
N 3.256 0.124 -3.244
C 2.769 0.596 -1.997
S 1.005 0.985 -1.971
H 3.956 3.423 -0.678
H 4.234 1.999 0.345
H 2.578 2.456 -0.115
H 5.427 2.461 -2.542
H 4.841 0.726 -4.568
H 2.588 -0.224 -3.912
*
```


No. 2
ORCA calculation (ωB97M-V with the def2-TZVPD basis set) on a molecular structure, C32H49ClNO4PPb at a distorted geometry.

Computed properties:
HOMO level ... -5.28 eV
HOMO-LUMO gap ... 3.53 eV
Energy above the lowest of the compared OMol25 structures with the same formula, charge and spin ... 0.0 kcal/mol

```
! RIJCOSX wB97M-V def2-TZVPD def2/J DEFGRID3
* xyz 0 1
Pb -1.001 1.952 3.654
P -0.234 -1.671 -0.091
Cl 0.535 0.020 3.712
C 0.794 -0.227 -0.483
H 0.386 0.653 0.010
H 1.822 -0.401 -0.066
C -2.078 -1.400 0.093
C 0.180 -2.596 1.488
C -2.994 -2.586 -0.323
H -2.216 -1.261 1.187
C -4.470 -2.283 -0.002
H -2.892 -2.765 -1.405
H -2.707 -3.519 0.191
C -4.955 -0.963 -0.612
H -5.099 -3.111 -0.359
H -4.589 -2.227 1.091
C -4.004 0.204 -0.322
H -5.099 -1.076 -1.696
H -5.944 -0.729 -0.210
C -2.530 -0.120 -0.629
H -4.290 1.077 -0.920
H -4.082 0.473 0.743
H -2.408 -0.287 -1.713
H -1.887 0.733 -0.354
C 0.081 -2.791 -1.538
C 1.598 -3.190 1.426
H 0.207 -1.771 2.230
C 2.057 -3.740 2.792
H 1.637 -4.002 0.680
H 2.304 -2.411 1.107
C 1.078 -4.739 3.407
H 3.045 -4.200 2.677
H 2.168 -2.898 3.489
C -0.353 -4.189 3.408
H 1.129 -5.690 2.865
H 1.379 -4.967 4.435
C -0.819 -3.640 2.042
H -1.048 -4.970 3.739
H -0.430 -3.386 4.143
H -0.899 -4.467 1.326
H -1.825 -3.201 2.168
C -0.466 -2.118 -2.797
H 1.187 -2.788 -1.554
C 0.064 -2.795 -4.066
H -1.564 -2.172 -2.798
H -0.220 -1.048 -2.804
C -0.210 -4.298 -4.118
H -0.364 -2.306 -4.943
H 1.150 -2.653 -4.100
C 0.163 -4.991 -2.807
H -1.260 -4.489 -4.341
H 0.362 -4.748 -4.936
C -0.362 -4.272 -1.548
H -0.190 -6.034 -2.817
H 1.250 -5.021 -2.748
H -1.455 -4.339 -1.545
H -0.028 -4.805 -0.645
C 0.603 1.660 -2.601
C 1.642 0.828 -2.139
H -0.357 1.179 -2.850
C 3.014 1.473 -1.892
H 1.715 -0.229 -2.428
C 2.956 2.968 -1.494
H 3.494 0.918 -1.077
H 3.699 1.410 -2.766
C 2.045 3.786 -2.424
H 2.590 3.077 -0.463
H 3.966 3.416 -1.489
C 0.630 3.149 -2.494
H 1.952 4.817 -2.064
H 2.486 3.830 -3.436
H 0.073 3.453 -1.586
H 0.035 3.605 -3.314
O 0.619 3.349 3.096
C 0.383 3.951 1.928
O -0.227 3.432 0.968
C 0.909 5.341 1.965
C 0.093 6.446 1.651
C 0.459 7.732 2.054
C 1.681 7.923 2.727
C 2.544 6.835 2.997
C 2.126 5.562 2.622
N 1.954 9.210 3.268
O 1.104 10.103 3.090
O 3.013 9.390 3.916
H -0.845 6.303 1.140
H -0.185 8.599 1.883
H 3.499 7.008 3.496
H 2.726 4.713 2.904
*
```


No. 3
ORCA calculation (ωB97M-V with the def2-TZVPD basis set) on a molecular structure, C32H49CrNSb2Si at a distorted geometry.

Computed properties:
HOMO level (spin up / spin down) ... -13.01 / -13.07 eV
HOMO-LUMO gap (spin up / spin down) ... 6.18 / 6.24 eV

```
! RIJCOSX wB97M-V def2-TZVPD def2/J DEFGRID3
* xyz 2 1
Cr 0.941 0.220 -0.653
C 4.979 -0.326 -2.052
Sb 3.565 0.140 -0.524
C 4.226 2.120 -0.050
C 4.477 -0.946 1.131
C 4.664 -0.051 2.314
C 5.864 0.650 2.439
C 6.085 1.528 3.486
C 5.096 1.719 4.438
C 3.906 1.019 4.336
C 3.670 0.128 3.289
C 2.385 -0.641 3.280
Sb 0.821 0.149 1.994
C 0.566 2.068 2.897
C -0.777 -0.904 2.970
H 5.966 -0.082 -1.665
H 4.786 0.263 -2.946
H 4.936 -1.385 -2.300
H 5.300 2.113 0.124
H 3.729 2.479 0.850
H 4.003 2.785 -0.884
H 5.434 -1.290 0.743
H 3.859 -1.817 1.345
H 6.645 0.486 1.704
H 7.026 2.055 3.561
H 5.256 2.396 5.267
H 3.146 1.141 5.100
H 1.924 -0.619 4.267
H 2.524 -1.684 2.991
H 0.498 1.937 3.976
H -0.351 2.526 2.528
H 1.412 2.713 2.668
H -1.179 -0.272 3.760
H -0.371 -1.813 3.411
H -1.566 -1.174 2.271
C -2.049 2.261 -2.530
C -0.555 2.132 -2.273
C 0.063 1.041 -3.160
C -0.224 1.830 -0.811
H -2.246 2.433 -3.588
H -2.476 3.084 -1.957
H -2.603 1.341 -2.250
H -0.115 3.092 -2.559
H -0.486 0.102 -3.051
H 1.125 0.872 -2.904
H 0.049 1.315 -4.216
H -0.908 2.341 -0.132
H 0.808 2.261 -0.600
C -5.215 -2.799 -3.864
C -5.041 -1.454 -4.162
C -4.485 -0.601 -3.226
C -4.079 -1.093 -1.980
C -4.247 -2.457 -1.696
C -4.821 -3.299 -2.630
Si -3.339 -0.078 -0.640
C -4.158 1.265 0.299
C -4.041 1.276 1.697
C -4.679 2.250 2.442
C -5.419 3.239 1.806
C -5.537 3.242 0.420
C -4.921 2.259 -0.331
H -5.662 -3.460 -4.595
H -5.341 -1.069 -5.128
H -4.368 0.448 -3.470
H -3.940 -2.858 -0.734
H -4.953 -4.347 -2.394
H -2.058 -0.561 -0.112
H -3.459 0.514 2.206
H -4.595 2.243 3.521
H -5.911 4.006 2.388
H -6.116 4.009 -0.075
H -5.034 2.264 -1.409
C 0.013 -3.375 0.318
C 0.572 -2.785 -0.988
C 1.961 -3.383 -1.269
C -0.375 -3.096 -2.158
N 0.696 -1.374 -0.842
H -0.030 -4.461 0.247
H -0.993 -2.994 0.508
H 0.658 -3.104 1.157
H 1.882 -4.458 -1.424
H 2.628 -3.199 -0.424
H 2.389 -2.928 -2.164
H -0.515 -4.173 -2.241
H 0.049 -2.724 -3.091
H -1.345 -2.623 -1.998
*
```


No. 4
ORCA calculation (ωB97M-V with the def2-TZVPD basis set) on a molecular structure, C32H50BF2N7O3SSi2 at a distorted geometry.

Computed properties:
HOMO level ... -8.00 eV
HOMO-LUMO gap ... 7.87 eV
Energy above the lowest of the compared OMol25 structures with the same formula, charge and spin ... 78.2 kcal/mol

```
! RIJCOSX wB97M-V def2-TZVPD def2/J DEFGRID3
* xyz 0 1
C 0.954 0.032 3.413
C -0.268 0.076 2.378
F -0.715 1.451 2.374
C 0.219 -0.256 0.886
Si 0.265 -2.133 0.538
C 1.237 -2.961 1.961
C 1.801 -4.407 1.635
F 2.485 -4.483 0.390
O 0.761 -2.588 -1.046
Si 1.671 -1.399 -1.878
S 1.383 -1.835 -4.003
C 3.557 -1.496 -1.581
C 3.971 -0.162 -0.640
C 4.818 -0.546 0.722
O 5.416 0.143 -0.572
B -1.613 -2.751 0.714
N -2.437 -2.735 -0.554
O -2.141 -3.187 1.964
H 1.051 0.979 4.008
H 1.905 -0.119 2.812
H 0.865 -0.874 4.090
H -1.138 -0.563 2.705
H 1.220 0.273 0.789
H -0.547 0.235 0.206
H 0.496 -3.103 2.817
H 2.057 -2.302 2.385
H 1.013 -5.215 1.719
H 2.566 -4.645 2.441
H 1.214 -0.021 -1.708
H 1.154 -0.636 -4.647
H 4.144 -1.363 -2.544
H 3.882 -2.395 -0.987
H 3.200 0.711 -0.562
H 4.939 0.224 1.528
H 5.563 -1.380 0.575
H -2.006 -3.382 -1.230
H -2.374 -1.817 -1.013
H -3.107 -3.017 1.940
N -0.900 5.034 0.278
C 0.021 4.216 0.873
C 1.267 4.601 0.446
C 1.091 5.697 -0.437
C -0.256 5.944 -0.520
H -1.893 4.976 0.406
H -0.289 3.433 1.546
H 2.202 4.146 0.736
H 1.865 6.244 -0.954
H -0.811 6.683 -1.075
N 2.846 -5.098 -4.534
C 3.785 -6.094 -4.590
C 4.061 -6.339 -5.912
C 3.264 -5.455 -6.682
C 2.527 -4.700 -5.803
H 2.453 -4.718 -3.690
H 4.172 -6.541 -3.688
H 4.760 -7.072 -6.285
H 3.233 -5.379 -7.758
H 1.805 -3.918 -5.971
N -6.021 -1.563 0.827
C -7.349 -1.768 1.093
C -7.644 -3.073 0.787
C -6.449 -3.680 0.324
C -5.462 -2.726 0.361
H -5.532 -0.694 0.953
H -7.967 -0.970 1.475
H -8.612 -3.539 0.887
H -6.325 -4.702 0.000
H -4.411 -2.773 0.096
N -4.077 0.617 4.209
C -2.925 1.249 4.597
C -3.206 1.986 5.720
C -4.577 1.786 6.025
C -5.087 0.935 5.077
H -4.166 0.012 3.412
H -2.012 1.122 4.042
H -2.504 2.599 6.263
H -5.127 2.217 6.846
H -6.078 0.531 4.945
N 8.114 2.717 -2.392
C 6.952 2.265 -1.827
C 6.383 3.308 -1.140
C 7.232 4.433 -1.301
C 8.290 4.039 -2.080
H 8.741 2.164 -2.951
H 6.632 1.246 -1.961
H 5.459 3.266 -0.584
H 7.083 5.420 -0.891
H 9.150 4.582 -2.438
N -4.575 4.783 -0.144
C -5.770 5.062 -0.751
C -6.091 4.002 -1.560
C -5.053 3.044 -1.434
C -4.132 3.552 -0.552
H -4.098 5.389 0.501
H -6.287 5.988 -0.555
H -6.974 3.923 -2.175
H -4.988 2.090 -1.933
H -3.204 3.145 -0.181
*
```